70
Properties=species:S:1:pos:R:3:forces:R:3 method="wB97M-V/def2-TZVPD" max_force_ev_per_a=3.2 charge=-1 e_homo_ha=-0.108 gap_ev=4.42
O -2.6523 0.8321 2.5755 -0.870 0.595 -0.210
O -1.2388 2.8770 0.4569 0.349 0.126 -1.945
O 1.2094 1.4490 4.0788 0.612 0.366 -0.106
O 1.9399 -0.0711 2.5777 1.660 -0.090 0.060
O 0.0442 1.3685 -3.9071 -0.342 0.750 0.920
O -1.5845 1.5449 4.4176 -0.092 0.400 -0.225
N 2.6742 -3.3407 -4.1389 -0.110 -1.143 -0.455
C -1.3883 -2.3103 4.0290 -0.088 0.056 -0.043
C 0.9492 0.6465 3.1965 -3.121 -0.348 0.336
C -0.7296 3.4582 -3.0159 -0.433 0.554 0.158
C -0.7868 4.2805 -4.1357 -0.030 0.154 0.105
C -1.3458 5.5539 -3.9941 -0.168 -0.075 0.451
C -3.7009 1.6454 3.0833 -0.128 -0.042 0.137
C -0.3800 0.2830 2.7249 0.665 1.567 1.780
C -0.2359 2.0602 -2.9343 0.315 -0.499 -0.355
C -4.9634 1.4942 2.2824 -0.276 -0.050 -0.212
C -0.2482 1.7299 -1.4700 0.200 -0.916 0.159
C 2.4892 -1.0146 -3.3810 -0.178 -1.059 0.102
C -0.6095 -0.9815 2.0071 -0.260 -0.210 -0.609
C -1.8870 5.9689 -2.7528 0.316 -0.460 -0.311
C 0.6166 -1.8173 -1.4531 -0.441 0.998 0.187
C 3.7913 -4.1425 -3.6912 -0.242 0.450 0.080
C 2.3518 -3.4698 -5.5413 0.029 0.394 0.267
C -1.7091 -1.8753 2.6095 0.246 0.263 -0.392
C 2.0963 -2.3768 -3.3059 -0.457 1.050 0.959
C -1.8085 5.1294 -1.6362 -0.035 0.116 0.028
C 0.9210 -0.4403 -1.6054 1.103 -0.917 -0.720
C 4.3387 -0.5728 2.5884 0.066 -0.152 -0.120
C 1.1538 -2.7578 -2.3132 0.856 0.066 -0.826
C -2.4107 -3.3152 4.5475 0.105 0.075 0.198
C -0.9484 2.8375 -0.7341 -0.097 -0.462 1.368
C -1.2055 3.8837 -1.7686 -0.031 0.441 -0.643
C 0.1981 0.5896 -0.8777 -0.329 1.025 -0.092
C 1.9380 -0.0801 -2.5326 -0.732 0.050 0.481
C -1.5244 0.9758 3.3420 2.169 -1.159 -0.097
C 3.1903 0.1530 3.2493 0.000 0.055 0.029
H 2.3526 -4.5331 -5.8188 -0.115 0.134 0.006
H -2.6500 -1.3078 2.5909 0.205 -0.388 -0.006
H 4.7378 -3.7496 -4.1011 0.059 -0.206 0.153
H -5.3705 0.4821 2.3331 0.105 -0.038 -0.073
H -2.0879 -3.7069 5.5157 -0.179 -0.075 0.020
H -0.3827 -2.7467 4.0341 -0.024 -0.032 0.098
H -0.1180 -2.1026 -0.6898 0.306 0.085 -0.356
H 4.4869 -0.2919 1.5389 -0.135 -0.051 0.159
H 0.8582 -3.8087 -2.2689 0.123 0.311 0.101
H -2.2030 5.4160 -0.6620 0.070 0.052 -0.236
H -0.9068 -0.7356 0.9807 -0.266 -0.683 -0.292
H 3.2290 -0.7139 -4.1204 -0.062 -0.109 0.149
H 3.6640 -5.1814 -4.0345 0.120 0.163 0.187
H -4.8453 1.7816 1.2338 0.076 -0.074 0.080
H -1.3753 6.2321 -4.8477 -0.047 -0.178 0.220
H -5.7033 2.1595 2.7343 -0.091 0.015 -0.094
H 5.2501 -0.3116 3.1395 -0.060 -0.026 -0.108
H 3.0910 -0.2126 4.2836 0.049 0.305 -0.191
H 3.4000 1.2320 3.2816 -0.136 -0.328 0.098
H -1.8289 -2.7429 1.9418 -0.056 -0.072 0.241
H -3.3851 -2.8289 4.6770 0.087 -0.140 -0.021
H 3.8304 -4.1044 -2.5952 0.119 -0.151 -0.292
H 0.3578 -1.5093 1.9694 -0.434 -0.057 -0.154
H -0.3820 3.9153 -5.0808 -0.168 0.176 0.208
H 0.0061 0.4709 0.1870 0.093 0.159 -0.027
H -1.3531 -1.4267 4.6913 0.024 -0.326 -0.269
H -3.8970 1.3596 4.1223 0.060 0.232 -0.065
H -3.3729 2.6899 3.0606 -0.030 -0.090 0.172
H 2.2771 0.9570 -2.5969 -0.266 -0.331 0.073
H 3.0919 -2.9677 -6.1811 -0.050 0.030 -0.159
H -2.3649 6.9471 -2.6735 0.191 -0.280 -0.003
H 1.3631 -3.0402 -5.7417 0.225 -0.117 0.006
H 4.2224 -1.6565 2.6622 -0.047 0.012 -0.161
H -2.5358 -4.1591 3.8573 0.026 0.116 0.093

***

86
Properties=species:S:1:pos:R:3:forces:R:3 method="wB97M-V/def2-TZVPD" smiles="CCOP(=O)(CCc1c(PP(=O)(O)O)c(CC(=O)Br)c2c(c1C(F)(F)C(F)(F)F)C(=O)c1cc(C[C@@H](O)CN)cc(B(O)CC)c1C2=O)OCC" max_force_ev_per_a=5.8 charge=0 e_homo_ha=-0.318 gap_ev=7.39
Br -2.7660 2.3095 5.0094 0.634 -0.432 -1.121
P 0.5778 5.2594 0.9232 -3.778 0.394 -3.283
P 1.7389 3.7013 1.9355 0.623 -1.166 0.138
P 4.9806 1.1527 0.2208 1.100 -0.536 2.844
F 2.8401 -1.5462 -1.9823 -1.882 2.524 -0.961
F 2.9122 0.4610 -3.0354 -1.639 -1.223 1.820
F 0.9350 -2.2047 -3.6591 -0.677 3.762 1.242
F -0.4178 -0.4028 -2.9234 3.095 -1.529 -0.803
F 1.1039 -0.1452 -4.5834 -0.724 -1.543 3.025
O -3.7070 -2.3040 4.1235 -1.629 1.943 -1.947
O 0.2547 6.4849 2.0665 1.225 -2.561 -0.764
O -0.7214 4.6270 0.3568 3.489 1.616 1.997
O 5.0031 -0.4632 -0.3763 1.049 3.225 -0.133
O 1.4048 6.0011 -0.3745 -1.254 -0.008 2.143
O 6.6517 1.5659 0.4268 -2.780 -1.296 -0.385
O -2.5239 1.4657 2.2643 2.491 1.081 5.128
O 4.3429 1.2924 1.6074 0.752 -0.498 -3.501
O -0.9704 -1.4370 3.3765 -0.022 1.188 -4.174
O -6.7849 -2.5292 -1.6479 -0.177 -0.213 -0.639
O 0.7193 -3.1258 -0.9352 -1.580 3.607 1.258
N -5.3322 -0.7242 -3.2890 -0.341 0.193 -0.442
C 0.0469 -2.1745 -0.4831 -0.600 -2.351 -0.521
C 2.7582 2.6355 -1.0461 -0.533 -0.259 -0.910
C 0.5677 -0.7359 -0.0432 0.511 2.619 1.450
C -4.8798 -4.1188 -2.0505 0.646 0.039 1.672
C -1.5297 -2.4399 -0.2357 -2.186 0.246 0.824
C 2.0487 -0.3739 -2.2859 1.188 -1.334 0.481
C -2.0739 -1.9621 1.1679 -1.548 -1.197 -2.406
C -4.4699 -2.8733 0.4225 2.757 0.443 -0.633
C -6.0027 -3.1698 -2.6830 -0.246 -0.834 -1.285
C 7.3325 1.3519 2.9060 0.466 -1.092 0.246
C 7.2331 0.7045 1.4428 1.310 -1.038 1.065
C -3.9499 -3.3727 -0.9540 2.410 1.592 1.768
C -1.0129 -1.2288 2.1433 -0.304 -1.041 0.639
C 4.3325 2.3212 -1.0938 0.514 0.901 -0.951
C -5.3965 -0.5600 3.0205 -0.256 -0.328 -0.677
C 1.3080 2.0345 1.1340 -1.592 -3.116 -1.151
C -1.8831 1.6957 3.3137 -0.706 -1.171 -4.440
C 1.5234 0.1810 -0.9058 -1.618 1.371 3.930
C 1.8506 1.5763 -0.2796 -1.278 -1.139 1.299
C -5.6496 0.2839 1.6749 -0.135 1.132 0.130
C 5.8989 -1.8428 -2.3539 -0.964 1.086 -0.614
C 0.8656 -0.8140 -3.3308 -0.290 -0.208 -2.651
C -2.4274 -3.1469 -1.2953 -1.394 1.133 3.555
C -0.2713 1.5352 3.3933 -0.466 -0.399 0.420
C 6.0325 -0.5422 -1.4235 1.381 -0.733 -1.498
C -3.5701 -2.1812 1.5094 1.641 -1.326 -3.462
C -5.4044 -2.1309 -3.7785 -0.703 -0.036 -0.766
C 0.3506 1.1186 1.9901 1.574 -0.801 -3.637
C 0.0093 -0.2545 1.3491 1.314 1.279 -1.174
B -4.2283 -1.6863 2.9109 0.810 -0.793 1.475
H -5.1483 -0.0896 -4.0924 0.029 -0.793 0.744
H -2.0080 -3.5038 -2.3062 -0.612 0.709 1.898
H 6.0039 0.3702 -2.1372 -0.127 -1.352 1.249
H 4.8854 3.3281 -0.9369 -0.733 -1.744 -0.024
H 4.5991 2.0183 -2.1784 -0.262 0.140 2.023
H -5.9880 1.3486 1.9787 0.523 -1.662 -0.533
H 5.0823 -1.6074 -3.1396 1.256 -0.612 1.301
H 0.8247 6.6869 -0.7979 0.536 -0.900 0.553
H -4.3688 -2.4868 -4.1509 -1.598 0.622 0.793
H 3.1254 3.9080 1.5845 -0.889 -0.010 -0.101
H 2.6393 3.7212 -0.6918 -0.159 -1.954 -0.217
H 0.2575 6.0215 2.9463 -0.115 0.733 -0.946
H -5.5799 -2.9972 0.6914 1.921 0.157 -0.658
H -5.3415 -5.0142 -1.4790 0.397 1.541 -1.009
H -6.1079 -2.1400 -4.7024 1.049 -0.459 1.321
H -5.1203 0.1384 3.8897 -0.621 -0.969 -1.132
H 0.1255 2.5091 3.8330 -0.386 -1.264 -0.908
H 7.1013 -0.5502 -0.9952 -1.803 0.081 -0.158
H -4.1781 -4.5986 -2.8319 -1.252 1.064 0.999
H -6.7395 -3.8429 -3.2734 1.402 0.821 0.856
H 8.2699 0.8831 3.4031 -1.436 0.795 -0.811
H -6.3761 -1.1366 3.2559 1.492 1.033 0.000
H -6.4983 -0.1281 1.0201 1.424 0.327 0.979
H 2.3896 2.6470 -2.1444 0.629 -0.025 1.834
H 5.5888 -2.7947 -1.8096 0.699 1.362 -0.600
H -4.6996 0.4276 1.0371 -1.529 -0.416 1.037
H 6.4464 0.9819 3.5391 1.199 1.056 -1.044
H 6.8769 -1.9386 -2.9431 -1.321 -0.096 1.062
H -0.0501 0.7171 4.1829 -0.482 1.239 -1.391
H -7.7425 -2.5228 -1.8858 1.310 -0.149 0.068
H -4.1194 -1.8191 4.8734 0.413 -0.620 -0.542
H 7.4776 2.4820 2.9273 -0.448 -1.562 -0.199
H 6.6845 -0.3084 1.5614 0.623 1.713 -0.398
H -6.2530 -0.3982 -2.9351 0.853 -0.687 -0.158
H 8.2908 0.4195 1.0676 -1.661 0.711 0.501

***

72
Properties=species:S:1:pos:R:3:forces:R:3 method="wB97M-V/def2-TZVPD" max_force_ev_per_a=0.7 charge=+1 e_homo_ha=-0.411 gap_ev=7.52
Hf -0.2478 0.0719 0.2506 0.100 -0.688 0.119
Br -2.4568 -0.1137 -1.0397 0.366 0.053 -0.203
P 0.4523 -2.6049 -0.5377 -0.013 0.413 0.225
O 4.1003 -0.7858 1.5329 -0.182 0.159 -0.227
O -1.0703 1.3092 1.6125 0.069 0.158 -0.525
O 1.7114 0.1165 0.7076 0.012 -0.040 -0.151
N -0.8232 2.8320 -0.1457 0.465 -0.165 -0.072
N 0.3105 2.0125 -0.4035 -0.370 0.483 0.386
C 1.5765 -2.3969 -3.0043 0.091 0.095 -0.037
C -0.8838 -2.6441 -3.0058 -0.022 0.121 0.127
C -5.0303 4.2945 2.1398 -0.041 0.042 -0.001
C 3.8751 2.6409 -0.8126 0.192 -0.146 0.066
C -3.3200 -3.2949 2.0124 0.009 0.072 0.088
C 2.8142 0.7627 0.3314 -0.216 -0.018 0.030
C 3.0682 -3.5133 -0.3772 0.079 -0.059 0.008
C 5.2134 0.9844 0.2922 -0.057 -0.116 0.067
C 0.4027 -3.1221 -2.3207 0.064 -0.099 -0.167
C -3.5073 2.4465 2.2755 -0.015 0.030 0.017
C -4.6798 3.0656 2.6771 0.051 0.034 -0.046
C 1.3161 -5.0644 0.5315 -0.040 -0.143 -0.090
C -2.6932 3.0590 1.3283 0.042 0.087 0.062
C 1.9496 -3.0466 1.8003 -0.131 -0.028 -0.106
C 5.3608 -1.3083 1.9132 0.080 -0.040 0.073
C -2.0634 -3.8884 0.0396 0.065 0.142 0.029
C -2.3338 -2.3950 2.3842 -0.041 -0.099 -0.277
C -3.0476 4.2939 0.7860 -0.066 -0.085 0.053
C 4.0897 0.3058 0.7298 0.008 0.045 -0.033
C -1.2247 -2.2489 1.5599 0.009 0.371 0.303
C 1.7425 -3.6005 0.3831 0.031 -0.104 -0.022
C -3.1802 -4.0359 0.8465 0.044 0.062 0.015
C 0.5639 -4.6259 -2.5682 0.055 0.018 -0.079
C -1.4578 2.3924 0.8970 -0.152 -0.147 0.267
C 2.7178 1.9474 -0.4170 -0.035 0.240 -0.078
C -4.2158 4.9077 1.1965 0.053 -0.051 0.004
C 5.1099 2.1414 -0.4869 -0.190 0.011 -0.008
C -1.0624 -2.9786 0.3793 -0.228 -0.464 0.111
C 1.4447 2.6017 -0.5656 -0.015 0.053 -0.037
H 0.4409 -5.1576 1.1736 -0.047 0.007 0.015
H -0.9707 -1.5585 -3.0346 0.087 -0.012 0.054
H 6.0070 2.6488 -0.8007 0.094 0.059 -0.029
H 3.7787 3.5618 -1.3667 -0.016 0.088 -0.063
H 1.0949 -3.2583 2.4379 -0.108 0.008 0.046
H 6.1939 0.6282 0.5703 0.034 -0.005 0.009
H -3.2198 1.4911 2.6914 0.004 0.008 -0.011
H 1.4196 3.6836 -0.7015 0.017 -0.075 -0.060
H 5.9169 -0.5826 2.5130 0.020 -0.068 -0.037
H 1.5227 -5.0120 -2.2235 -0.109 0.064 -0.110
H 2.5450 -2.8058 -2.7223 -0.106 0.088 -0.118
H 1.5887 -1.3240 -2.7921 -0.067 -0.019 0.006
H 3.0447 -4.0678 -1.3151 0.060 0.025 0.146
H -4.4886 5.8655 0.7813 -0.052 0.083 -0.019
H -1.9802 -4.4775 -0.8603 0.031 -0.060 -0.059
H -2.4079 4.7586 0.0515 0.039 0.017 -0.037
H 3.3612 -2.4842 -0.5843 0.012 0.075 0.026
H 5.1472 -2.1894 2.5158 0.047 0.071 -0.037
H -0.8499 -2.9973 -4.0359 -0.044 -0.027 -0.071
H 5.9446 -1.5966 1.0345 0.017 -0.001 0.056
H -5.3168 2.5939 3.4098 -0.044 -0.039 0.052
H -1.7898 -3.0250 -2.5424 -0.057 -0.066 0.023
H -4.1973 -3.4221 2.6299 -0.029 0.002 0.025
H 1.1043 -5.5686 -0.4124 0.070 0.102 0.275
H 1.4627 -2.5125 -4.0822 0.023 -0.020 -0.066
H -3.9511 -4.7380 0.5677 -0.057 -0.066 -0.041
H -0.4338 -1.5768 1.9447 0.068 -0.296 -0.001
H -0.2261 -5.2224 -2.1187 -0.102 -0.017 0.041
H 2.1336 -5.6011 1.0134 0.049 -0.070 0.066
H -5.9414 4.7828 2.4562 -0.037 -0.001 0.020
H 2.1832 -1.9878 1.8221 -0.019 0.068 -0.043
H 3.8435 -3.9601 0.2445 0.082 -0.038 0.039
H 0.5203 -4.7849 -3.6443 -0.009 -0.047 -0.123
H -2.4224 -1.8118 3.2879 0.000 0.031 0.068
H 2.7975 -3.5764 2.2327 0.082 -0.065 0.064

***

| no. | M (g/mol) |
| --- | --- |
| 1 | 492.6 |
| 2 | 852.2 |
| 3 | 749.0 |